No. 1
Below is a molecular structure, C48H77AsBaF3N7O2S2Si4, with properties calculated with wB97M-V/def2-TZVPD.

XYZ file:
```
145
C48H77AsBaF3N7O2S2Si4, DFT wB97M-V/def2-TZVPD
Ba 0.0780 -0.4805 -0.0673
C 3.8904 1.1587 0.1613
N 3.3126 0.1158 0.9854
C 3.8183 -1.1776 0.5679
C 3.5860 0.3125 2.4005
C 2.6816 1.3544 3.0579
N 1.3710 0.8226 3.3825
C 0.3906 1.8794 3.5091
C 1.3903 -0.0019 4.5684
H 4.9951 1.1598 0.2102
H 3.5345 2.1377 0.4708
H 3.5949 1.0077 -0.8756
H 4.9063 -1.2718 0.7444
H 3.6203 -1.3129 -0.4919
H 3.2982 -1.9601 1.1173
H 4.6454 0.6022 2.5600
H 3.4172 -0.6458 2.8925
H 2.5388 2.1845 2.3686
H 3.1929 1.7445 3.9621
H 0.5721 2.5139 4.3943
H -0.6033 1.4395 3.5929
H 0.4161 2.5035 2.6184
H 1.7656 0.5418 5.4606
H 2.0138 -0.8786 4.4092
H 0.3820 -0.3551 4.7831
C 4.7284 -2.8855 -5.9906
C 3.5444 -2.0183 -6.3129
C 3.5839 -1.1767 -7.4106
C 2.4914 -0.4131 -7.7777
C 1.3299 -0.4913 -7.0276
C 1.2748 -1.2988 -5.9118
C 2.3832 -2.0519 -5.5267
N 2.2761 -2.8956 -4.4298
C 1.5156 -2.4775 -3.2574
N 0.6937 -3.4862 -2.9302
C -0.3248 -3.7956 -1.9946
C -0.7256 -2.9243 -0.9759
C -1.8013 -3.3981 -0.2146
C -2.3770 -4.6443 -0.3745
C -1.9134 -5.4916 -1.3627
C -0.8991 -5.0689 -2.2055
C -0.4571 -5.9951 -3.3161
N 1.6968 -1.3412 -2.7085
C 2.7323 -0.5082 -3.1362
C 4.0607 -0.9253 -2.9827
C 5.1176 -0.1150 -3.3519
C 4.8674 1.1337 -3.8895
C 3.5611 1.5606 -4.0354
C 2.4843 0.7642 -3.6732
C 1.0979 1.2706 -3.8938
H 5.4947 -2.7690 -6.7552
H 4.4407 -3.9385 -5.9607
H 5.1601 -2.6139 -5.0265
H 4.5004 -1.1123 -7.9828
H 2.5468 0.2293 -8.6457
H 0.4617 0.0856 -7.3094
H 0.3758 -1.3537 -5.3172
H 3.1471 -3.3373 -4.1687
H 0.7408 -4.1990 -3.6447
H -2.2143 -2.7641 0.5550
H -3.1874 -4.9624 0.2746
H -2.3514 -6.4765 -1.4855
H -1.0413 -6.9143 -3.2748
H 0.5977 -6.2641 -3.2181
H -0.6225 -5.5433 -4.2980
H 4.2532 -1.9012 -2.5480
H 6.1366 -0.4581 -3.2216
H 5.6841 1.7709 -4.1953
H 3.3608 2.5436 -4.4344
H 0.9759 2.2347 -3.4069
H 0.3665 0.5818 -3.4847
H 0.9163 1.3984 -4.9615
C -0.7719 -5.3779 6.2245
Si 0.2253 -4.5646 4.7925
C 0.6808 -6.0123 3.6295
C 1.7445 -3.8147 5.6876
C -0.8624 -3.2838 3.9584
C -2.1870 -3.0554 4.2476
C -2.8931 -2.0864 3.5351
C -2.2006 -1.3471 2.5955
N -0.9259 -1.5290 2.2958
C -0.2635 -2.5180 2.9177
S 1.3111 -2.8848 2.4636
H -0.1508 -6.1106 6.7311
H -1.6562 -5.8938 5.8646
H -1.0892 -4.6515 6.9662
H 1.2145 -6.7988 4.1561
H 1.3013 -5.6573 2.8154
H -0.2140 -6.4462 3.1917
H 2.2561 -4.5650 6.2845
H 1.4458 -3.0062 6.3497
H 2.4464 -3.4106 4.9686
H -2.6846 -3.6238 5.0243
H -3.9450 -1.9096 3.7070
H -2.7017 -0.5659 2.0314
C -3.6914 6.1070 2.1148
Si -2.1538 4.9642 1.8204
C -1.0288 6.0160 0.6903
C -1.3328 4.9249 3.5592
As -2.3805 2.7303 1.0467
Si -3.4374 3.1236 -1.0424
C -4.5577 1.6808 -1.6166
C -2.0521 3.3842 -2.3198
C -4.6177 4.6572 -1.1541
Si -4.2347 2.0982 2.4122
C -5.6436 3.3079 2.9681
C -3.5636 1.4873 4.1142
C -5.2163 0.6257 1.6527
H -3.3806 7.1441 2.2132
H -4.2156 5.8367 3.0245
H -4.3977 6.0533 1.2947
H -1.0362 7.0709 0.9510
H -1.3128 5.9281 -0.3543
H -0.0102 5.6598 0.7822
H -1.5478 5.8140 4.1460
H -0.2575 4.8435 3.4515
H -1.6722 4.0610 4.1245
H -4.1172 0.7310 -1.3294
H -4.6433 1.6704 -2.6997
H -5.5613 1.7376 -1.2025
H -1.4531 2.4793 -2.3588
H -1.3862 4.1953 -2.0362
H -2.4249 3.5829 -3.3214
H -5.3878 4.6210 -0.3873
H -5.1250 4.6911 -2.1145
H -4.0762 5.5917 -1.0409
H -5.3077 3.9685 3.7618
H -6.5063 2.7672 3.3494
H -5.9883 3.9289 2.1475
H -3.1844 2.3198 4.7011
H -2.7449 0.7881 3.9759
H -4.3237 0.9830 4.7059
H -6.1037 0.9740 1.1316
H -5.5346 -0.0848 2.4112
H -4.6087 0.0862 0.9317
S -2.3062 -0.6203 -4.4069
C -1.9605 -0.2775 -2.8842
N -1.7201 0.0044 -1.7730
F 3.2723 4.8373 -0.4871
C 2.1434 4.4374 -1.1211
F 2.5505 3.9383 -2.3024
F 1.4867 5.5857 -1.4239
C 1.2446 3.4285 -0.2264
O 1.1977 3.7602 0.9522
O 0.7380 2.5119 -0.8516
```

Summary:
max |F|: 0.0344 Eh/bohr
HOMO level: -2.49 eV
E_LUMO: 0.138 Ha
ΔE to the lowest compared entry with this formula, charge and spin: 35.2 kcal per mole
HOMO-LUMO gap: 6.24 eV
net charge: -2
M: 1229.91 g mol⁻¹
energy: -188427.71229 eV

***

No. 2
Below is 11 unconnected molecules or ions with the total composition C48H80F21NO23, with properties calculated with wB97M-V/def2-TZVPD.

XYZ file:
```
173
C48H80F21NO23, DFT wB97M-V/def2-TZVPD
C 3.1324 -3.0700 5.7497
C 3.2131 -1.7854 4.9376
O 3.9877 -1.9055 3.7479
C 5.3086 -1.8063 3.7894
O 5.9233 -1.6512 4.7984
C 5.9767 -1.9255 2.4025
F 7.1183 -2.5751 2.4956
F 5.2032 -2.5004 1.4967
F 6.1962 -0.6562 2.0120
H 2.3989 -2.9478 6.5459
H 4.0950 -3.3816 6.1518
H 2.7879 -3.9009 5.1295
H 3.6358 -0.9563 5.5077
H 2.2071 -1.5044 4.6299
C -4.9434 -4.1186 -3.3222
C -3.8397 -3.0753 -3.3638
O -2.5766 -3.7512 -3.4394
C -1.8639 -3.8687 -2.3468
O -2.2270 -3.5910 -1.2388
C -0.4294 -4.3925 -2.6033
F 0.4378 -3.7184 -1.8629
F -0.3459 -5.6734 -2.2508
F -0.0965 -4.2946 -3.8809
H -4.8973 -4.6737 -2.3863
H -5.0051 -4.7033 -4.2367
H -5.9043 -3.5994 -3.2341
H -3.9389 -2.4854 -2.4515
H -3.8764 -2.3661 -4.1861
C 0.3965 -4.2057 2.6306
C 1.4018 -3.3533 1.8779
O 2.0401 -4.1252 0.8534
C 3.1203 -4.8230 1.1323
O 3.6266 -4.9856 2.1995
C 3.6878 -5.6113 -0.0661
F 4.8242 -5.0473 -0.4626
F 3.9387 -6.8605 0.3265
F 2.8458 -5.7025 -1.1006
H 0.9746 -4.8606 3.2887
H -0.1348 -4.8539 1.9331
H -0.2797 -3.6941 3.3127
H 2.1595 -3.0433 2.6034
H 1.1040 -2.4291 1.3877
C 4.7153 8.1220 -5.7788
C 3.6787 7.0231 -5.7795
O 3.5967 6.4157 -4.4732
C 2.4430 6.3491 -3.8435
O 1.3865 6.6464 -4.3144
C 2.6035 5.7431 -2.4555
F 1.9234 6.4430 -1.5626
F 2.1017 4.5027 -2.4727
F 3.8707 5.6272 -2.0805
H 4.4678 8.9543 -5.1186
H 4.7683 8.5306 -6.7889
H 5.7002 7.7589 -5.4895
H 4.0376 6.2404 -6.4465
H 2.6987 7.3552 -6.1111
C 7.7408 -5.2559 -6.8207
C 7.4326 -4.9481 -5.3700
O 6.1960 -4.2276 -5.3284
C 5.9020 -3.5526 -4.2359
O 6.5655 -3.5931 -3.2406
C 4.5617 -2.8012 -4.3382
F 4.7639 -1.4988 -4.0599
F 3.9761 -2.9016 -5.5385
F 3.6951 -3.2633 -3.4105
H 8.4057 -6.1243 -6.8592
H 8.2140 -4.4184 -7.3271
H 6.9066 -5.6243 -7.4205
H 8.2121 -4.2675 -5.0263
H 7.4076 -5.8384 -4.7457
C -4.8053 2.0734 1.5461
C -5.9197 2.9469 2.0535
O -6.5818 3.5754 0.9473
C -7.4818 4.4963 1.2728
O -7.5931 5.0220 2.3325
C -8.4844 4.8120 0.1484
F -8.2859 6.0428 -0.3307
F -8.4225 3.8961 -0.8107
F -9.7293 4.8198 0.6555
H -5.1003 1.1254 1.0911
H -4.1202 1.7998 2.3518
H -4.1566 2.5386 0.8000
H -5.4561 3.7742 2.5983
H -6.6383 2.3938 2.6572
C -0.9934 3.4274 -2.0307
C -2.0670 2.5116 -2.6155
O -1.3412 1.6751 -3.5449
C -1.9470 0.6027 -4.0230
O -2.9989 0.1686 -3.6513
C -0.9577 -0.1515 -4.9358
F 0.0734 -0.5601 -4.1834
F -1.5026 -1.2315 -5.4787
F -0.5384 0.6840 -5.8877
H -0.4824 3.9667 -2.8265
H -0.2928 2.8048 -1.4728
H -1.3933 4.1657 -1.3352
H -2.8186 3.1139 -3.1222
H -2.4608 1.8389 -1.8551
C -3.0108 -1.4503 2.9520
O -4.3521 -1.8738 2.7791
C -4.6020 -2.1309 1.4192
C -6.0559 -2.4998 1.1631
O -6.4668 -3.7054 1.7657
C -6.6863 -3.6938 3.1630
C -7.3674 -5.0206 3.5459
O -8.7845 -4.8876 3.5817
C -9.3725 -4.6738 2.3098
H -2.8426 -0.5494 2.3551
H -2.3120 -2.2363 2.6558
H -2.8564 -1.2068 4.0013
H -3.9928 -2.9530 1.0274
H -4.4578 -1.2315 0.8054
H -6.2653 -2.5586 0.0979
H -6.6179 -1.6396 1.5596
H -7.3779 -2.8768 3.3833
H -5.7255 -3.7294 3.6832
H -7.0243 -5.3448 4.5269
H -7.1100 -5.8288 2.8538
H -10.4493 -4.7077 2.4493
H -9.0595 -5.4303 1.5836
H -9.0425 -3.7002 1.9381
C 2.0351 1.1479 2.9909
O 0.9380 1.9038 3.4105
C 1.2730 3.2951 3.5606
C 0.0049 4.0537 3.8705
O -0.6053 4.5278 2.6794
C -1.9813 4.7300 2.6880
C -2.5182 5.8666 3.5390
O -1.9983 5.8524 4.8507
C -2.3118 6.9658 5.6268
H 2.4604 1.4750 2.0335
H 1.6657 0.1364 2.7923
H 2.8713 0.9883 3.6839
H 1.7044 3.5600 2.5850
H 2.1370 3.4737 4.2076
H 0.2092 4.9367 4.4803
H -0.6944 3.4537 4.4605
H -2.4455 3.7440 2.8659
H -2.3144 4.9045 1.6586
H -3.6167 5.8874 3.5273
H -2.2683 6.8401 3.0948
H -1.5888 7.0764 6.4346
H -3.3118 6.9325 6.0724
H -2.2835 7.9387 5.1179
C -0.9568 1.1521 0.8834
O -1.5192 0.3525 -0.1357
C -0.7394 -0.7489 -0.4888
C 0.6494 -0.4920 -1.0233
O 1.5224 -0.3267 0.0971
C 2.7756 -0.9628 0.0869
C 3.7702 -0.3242 -0.8845
O 4.1190 0.9930 -0.5134
C 3.1744 1.9779 -0.8760
H -1.6718 1.9421 1.1218
H 0.0065 1.6020 0.6422
H -0.8992 0.5725 1.8109
H -1.2538 -1.2619 -1.3099
H -0.7221 -1.5644 0.2437
H 0.7493 0.4304 -1.6076
H 1.0163 -1.2985 -1.6649
H 2.6418 -2.0088 -0.2125
H 3.2107 -0.8725 1.0830
H 3.3991 -0.4365 -1.9095
H 4.6669 -0.9466 -0.8618
H 3.7706 2.8950 -0.8849
H 2.3790 2.1621 -0.1470
H 2.7554 1.8342 -1.8751
C 7.6486 1.7152 -0.6453
C 7.1458 0.7611 -1.6362
N 6.7321 0.0083 -2.3964
H 8.7182 1.7766 -0.8296
H 7.4192 1.3938 0.3712
H 7.1036 2.6573 -0.6894
```

Summary:
max |F|: 0.0409 Eh/bohr
SMILES string: CCOC(=O)C(F)(F)F.CCOC(=O)C(F)(F)F.CCOC(=O)C(F)(F)F.CCOC(=O)C(F)(F)F.CCOC(=O)C(F)(F)F.CCOC(=O)C(F)(F)F.CCOC(=O)C(F)(F)F.COCCOCCOC.COCCOCCOC.COCCOCCOC.CC#N
HOMO level: -9.15 eV
E_LUMO: 0.015 Ha
HOMO-LUMO gap: 9.55 eV
net charge: 0
M: 1438.11 g mol⁻¹
energy: -156719.53913 eV

***

No. 3
Below is 6 unconnected molecules or ions with the total composition C48H80F3NO16P, with properties calculated with wB97M-V/def2-TZVPD.

XYZ file:
```
149
C48H80F3NO16P, DFT wB97M-V/def2-TZVPD
C 3.2457 -0.4252 0.8130
C 3.6086 -0.5004 -0.6863
C 3.8028 0.9322 -1.2461
C 2.8156 1.2770 -2.3552
C 1.3695 1.3954 -1.8794
C 1.1095 2.5992 -0.9401
C 0.1586 3.6343 -1.5274
C -1.2585 3.0842 -1.7125
C -2.3491 4.1710 -1.6515
C -3.4957 3.8878 -2.6204
C -4.2053 2.5886 -2.2159
C -5.4169 2.7839 -1.3179
C -5.7917 1.4881 -0.5733
C -4.9948 1.4321 0.7559
C -4.7354 0.0228 1.3305
N -3.2993 -0.4781 1.2850
C -3.3358 -1.8864 1.8387
C -2.0744 -2.6726 1.6269
C -2.0072 -3.5924 0.6236
C -0.8766 -4.3055 0.4022
C 0.2470 -4.1447 1.1655
C 1.5175 -4.8894 0.9087
C 0.1656 -3.2512 2.2036
C -0.9689 -2.5398 2.4219
C -2.3501 0.4151 1.9929
C -2.8794 1.0714 3.2666
O -3.3826 0.1481 4.2121
C -1.6867 1.7809 3.9307
F -2.1310 2.6581 4.8423
F -0.9184 0.8934 4.5910
F -0.9021 2.4093 3.0414
P -2.8116 -0.3896 -0.5129
C -3.7110 -1.6731 -1.4659
C -0.9963 -0.5735 -0.6713
H 2.9646 -1.4122 1.1847
H 4.1148 -0.0540 1.3519
H 2.4144 0.2715 0.9119
H 4.5122 -1.0828 -0.8467
H 2.7828 -0.9785 -1.2190
H 4.8043 0.9451 -1.6717
H 3.8260 1.6704 -0.4420
H 2.8487 0.4466 -3.0659
H 3.1616 2.1502 -2.9121
H 1.1608 0.4842 -1.3123
H 0.7321 1.4773 -2.7632
H 2.0689 3.0995 -0.7805
H 0.8073 2.2413 0.0495
H 0.5556 4.0063 -2.4728
H 0.0866 4.4561 -0.8100
H -1.4128 2.4063 -0.8625
H -1.3267 2.4629 -2.6084
H -1.8882 5.1253 -1.9036
H -2.7233 4.1865 -0.6241
H -4.1683 4.7402 -2.7249
H -3.0371 3.7043 -3.5956
H -3.4694 2.0367 -1.6310
H -4.4248 1.9659 -3.0841
H -6.2643 3.0409 -1.9590
H -5.2753 3.6136 -0.6247
H -5.6477 0.6082 -1.1967
H -6.8443 1.5951 -0.3145
H -5.6061 1.9545 1.4958
H -4.0930 2.0312 0.6315
H -5.1350 -0.1053 2.3322
H -5.2929 -0.6788 0.7092
H -4.1409 -2.4188 1.3380
H -3.5796 -1.8959 2.9008
H -2.8443 -3.7935 -0.0326
H -0.8382 -5.0318 -0.4010
H 2.2185 -4.7576 1.7269
H 1.3649 -5.9334 0.6486
H 1.9948 -4.4240 0.0402
H 1.0463 -3.1229 2.8176
H -0.9827 -1.8279 3.2408
H -1.4081 -0.0765 2.2206
H -2.1115 1.2269 1.3041
H -3.6067 1.8585 3.0590
H -4.2363 0.4781 4.5101
H -4.2034 -1.1471 -2.2793
H -4.5123 -2.1320 -0.8814
H -3.0813 -2.4802 -1.8345
H -0.5300 0.2896 -0.2044
H -0.7869 -0.4934 -1.7411
H -0.5816 -1.5210 -0.3264
C -9.3488 -1.9625 3.7373
C -8.5839 -2.7952 2.7196
C -7.1259 -3.0260 3.0373
O -6.5504 -3.1820 1.7301
C -7.3322 -2.4867 0.8626
O -7.0211 -2.2321 -0.2595
O -8.4838 -2.1110 1.4488
H -9.7267 -1.0464 3.2876
H -10.2022 -2.5183 4.1214
H -8.7306 -1.7000 4.5968
H -9.0983 -3.7403 2.5388
H -6.9548 -3.9165 3.6372
H -6.6534 -2.1673 3.5229
C 9.8248 1.4914 -2.0245
C 9.0469 0.4884 -2.8636
C 8.9815 0.7946 -4.3390
O 7.7403 0.1804 -4.7210
C 6.9414 0.1709 -3.6288
O 5.7775 -0.0823 -3.6438
O 7.6410 0.4899 -2.5159
H 9.1819 1.9653 -1.2848
H 10.6343 0.9944 -1.4910
H 10.2810 2.2696 -2.6376
H 9.4176 -0.5204 -2.6909
H 9.8073 0.3632 -4.8996
H 8.9181 1.8639 -4.5540
C -3.5950 -0.6634 -5.4515
C -2.8611 0.5848 -5.9195
C -1.9450 0.3881 -7.1044
O -0.9581 1.4046 -6.8988
C -0.8881 1.6429 -5.5689
O -0.0381 2.2783 -5.0378
O -1.9292 1.0479 -4.9202
H -3.3162 -0.9189 -4.4307
H -4.6732 -0.5046 -5.4720
H -3.3908 -1.5216 -6.0923
H -3.5696 1.3955 -6.1040
H -2.4460 0.5327 -8.0587
H -1.4456 -0.5837 -7.1023
C 0.2930 2.2222 7.7872
C 1.3474 3.3155 7.6983
C 1.6447 3.8115 6.3029
O 3.0027 4.2434 6.4130
C 3.5834 3.5087 7.4010
O 4.7477 3.4662 7.6150
O 2.6392 2.8257 8.1013
H 0.7105 1.3060 8.2002
H -0.5264 2.5333 8.4347
H -0.1424 1.9973 6.8136
H 1.0921 4.1455 8.3608
H 1.0061 4.6391 6.0002
H 1.5933 3.0204 5.5493
C 7.5222 -4.9450 -0.4828
C 8.2724 -3.6734 -0.8499
C 8.4521 -3.4352 -2.3301
O 9.6622 -2.6668 -2.3700
C 10.3947 -3.0077 -1.2722
O 11.5300 -2.7093 -1.1054
O 9.6438 -3.7308 -0.4073
H 8.1524 -5.6159 0.0977
H 6.6449 -4.7104 0.1192
H 7.1670 -5.4778 -1.3657
H 7.8115 -2.8075 -0.3689
H 7.6301 -2.8744 -2.7726
H 8.6083 -4.3545 -2.8986
```

Summary:
max |F|: 0.0446 Eh/bohr
HOMO level: -11.46 eV
E_LUMO: -0.089 Ha
HOMO-LUMO gap: 9.04 eV
net charge: +1
M: 1015.13 g mol⁻¹
energy: -102760.67738 eV

***

- Look up the HOMO-LUMO gap of the third one.
  9.04 eV